ORCA calculation (the ωB97M-V functional and the def2-TZVPD basis) on a cluster of 2 separate species, CClNO3P in total at a distorted geometry.

**ΔE to the lowest compared entry with this formula, charge and spin**: 2.064 eV
**Calculated total energy**: -30484.206 eV
**LUMO level**: 2.579 eV
**Multiplicity**: 1
**Charge**: -1
**Frontier orbital gap**: 7.414 eV

Structure (XYZ):
```
7
Properties=species:S:1:pos:R:3:forces:R:3
C -0.901450 -1.057451 -0.780008 -2.4 -0.6 -3.7
N -1.465415 -1.182682 -1.829636 1.3 0.3 1.9
O 1.770887 1.015759 -0.930165 0.0 -0.4 -0.5
O 1.807237 1.256709 1.706929 -0.9 -0.6 -1.1
O -0.421010 -0.974083 0.329127 1.9 1.4 1.9
P 1.163176 1.176142 0.374506 0.1 0.5 1.5
Cl -0.403006 2.465676 0.303580 0.1 -0.5 0.0
```
Positions in Å, forces in eV/Å.

Table of natural (NBO) atomic charges, one value per atom, all in e: 0.5834 -0.6980 -1.0149 -1.0247 -0.7450 2.1920 -0.2928


ORCA calculation (the ωB97M-V functional and the def2-TZVPD basis) on the ion CClNO3P with charge -1 at a distorted geometry.

**ΔE to the lowest compared entry with this formula, charge and spin**: 1.005 eV
**Calculated total energy**: -30485.264 eV
**LUMO level**: 3.462 eV
**Multiplicity**: 1
**Charge**: -1
**Frontier orbital gap**: 9.819 eV

Structure (XYZ):
```
7
Properties=species:S:1:pos:R:3:forces:R:3
C -1.195253 -0.945290 -1.075557 1.0 0.5 -0.1
N -1.504975 -1.131391 -2.170422 -0.7 -0.3 -1.0
O 1.990769 0.013010 0.047021 0.4 -0.5 -1.2
O 0.676207 0.284857 2.233564 -0.8 -0.2 -0.5
O -0.788687 -0.739653 0.080823 1.4 0.9 2.2
P 0.781843 0.350540 0.769012 -1.3 0.1 0.6
Cl 0.040097 2.167927 0.115559 0.0 -0.4 0.0
```
Positions in Å, forces in eV/Å.

Table of natural (NBO) atomic charges, one value per atom, all in e: 0.5936 -0.5745 -1.0803 -1.0829 -0.7572 2.2625 -0.3611


ORCA calculation (the ωB97M-V functional and the def2-TZVPD basis) on a structure of composition CClNO4 at a distorted geometry.

**ΔE to the lowest compared entry with this formula, charge and spin**: 3.278 eV
**Calculated total energy**: -23233.139 eV
**LUMO level**: -2.107 eV
**Multiplicity**: 1
**Charge**: 0
**Frontier orbital gap**: 7.394 eV

Structure (XYZ):
```
7
Properties=species:S:1:pos:R:3:forces:R:3
C -0.123045 -1.685448 -0.165180 -0.1 -1.1 1.4
N 0.196213 1.767742 0.278090 -6.4 -2.2 2.2
O -0.265067 -1.715421 0.942895 -0.9 1.2 5.8
O -0.031978 -2.012832 -1.222385 0.8 -0.4 -7.1
O -0.947229 1.510344 0.409208 6.2 1.4 -1.1
O 1.458498 0.314817 0.524264 -5.1 -2.0 6.7
Cl 2.127243 0.896354 -0.606901 5.5 3.0 -7.9
```
Positions in Å, forces in eV/Å.

Table of natural (NBO) atomic charges, one value per atom, all in e: 1.0039 0.4084 -0.5089 -0.5047 -0.1293 -0.6850 0.4156


ORCA calculation (the ωB97M-V functional and the def2-TZVPD basis) on a cluster of 2 separate species, CClO2P in total at a distorted geometry.

**ΔE to the lowest compared entry with this formula, charge and spin**: 0.260 eV
**Calculated total energy**: -26943.348 eV
**LUMO level**: -1.226 eV
**Multiplicity**: 1
**Charge**: 0
**Frontier orbital gap**: 9.431 eV

Structure (XYZ):
```
5
Properties=species:S:1:pos:R:3:forces:R:3
C 0.982600 0.345584 -1.532233 1.0 0.4 -0.3
O 1.817791 0.817223 -0.940635 -0.1 -0.1 -0.2
O -0.814275 0.923155 0.893639 0.2 1.2 0.2
P -0.933776 -0.282089 0.102997 -1.1 -0.9 0.3
Cl -1.052340 -1.803873 1.476231 0.0 -0.5 0.1
```
Positions in Å, forces in eV/Å.

Table of natural (NBO) atomic charges, one value per atom, all in e: 0.4745 -0.4627 -0.9845 1.3273 -0.3546


ORCA calculation (the ωB97M-V functional and the def2-TZVPD basis) on a structure of composition CCrN2O9 at a distorted geometry.

**Calculated total energy**: -50857.730 eV
**LUMO level (alpha / beta)**: 5.953 / 5.759 eV
**Multiplicity**: 5
**Charge**: -2
**Frontier orbital gap (alpha / beta)**: 5.280 / 7.153 eV

Structure (XYZ):
```
13
Properties=species:S:1:pos:R:3:forces:R:3
Cr 0.758752 0.087244 -0.564170 0.3 1.8 -1.7
N -1.371864 -2.303534 -0.916134 2.2 1.6 -2.1
O -2.010294 -2.313446 -1.966255 -0.2 0.6 -0.6
O -1.619359 -3.054657 -0.034827 -0.3 -1.4 2.6
O -0.308489 -1.512985 -0.837346 -2.0 -2.3 -0.4
N -0.845573 0.048469 2.287710 3.1 1.8 -4.6
O 0.091593 0.645160 1.060277 -2.8 -1.6 2.3
O -0.416016 0.677248 3.148018 1.0 2.4 5.6
O -1.695574 -0.754128 2.352312 -2.0 -2.2 -1.1
C 2.004472 2.246385 -0.891865 -3.8 -0.3 -7.1
O 2.489804 1.099124 -0.967657 2.8 -1.9 2.4
O 2.464276 3.288890 -1.366082 -0.2 0.1 2.5
O 0.458271 1.846230 -1.303981 2.1 1.4 2.1
```
Positions in Å, forces in eV/Å.

Table of natural (NBO) atomic charges, one value per atom, all in e: 1.2961 0.7440 -0.5148 -0.4509 -0.6731 0.7054 -0.7771 -0.4144 -0.4111 0.9423 -0.7974 -0.7157 -0.9333


ORCA calculation (the ωB97M-V functional and the def2-TZVPD basis) on a structure of composition CErF3OS at a distorted geometry.

**Calculated total energy**: -49672.509 eV
**LUMO level (alpha / beta)**: -11.347 / -11.639 eV
**Multiplicity**: 4
**Charge**: +2
**Frontier orbital gap (alpha / beta)**: 7.789 / 7.499 eV

Structure (XYZ):
```
7
Properties=species:S:1:pos:R:3:forces:R:3
Er 1.983157 -0.835731 -0.425936 -3.5 0.0 1.8
S -0.449309 1.625361 0.233767 -0.1 -0.6 1.5
O 0.942141 1.108026 -0.253497 1.3 -2.1 -0.9
C -1.447557 0.274294 0.034514 -2.1 2.2 -1.4
F -2.621627 0.287662 0.549407 1.1 -0.3 0.0
F 0.442021 -1.922253 0.498249 2.8 2.1 -1.7
F -1.374286 -0.395660 -1.056689 0.5 -1.2 0.7
```
Positions in Å, forces in eV/Å.

Table of natural (NBO) atomic charges, one value per atom, all in e: 2.5974 1.0043 -1.1166 0.6754 -0.1777 -0.7597 -0.2231


ORCA calculation (the ωB97M-V functional and the def2-TZVPD basis) on a cluster of 2 separate species, CF2IO2S in total at a distorted geometry.

**ΔE to the lowest compared entry with this formula, charge and spin**: 1.399 eV
**Calculated total energy**: -29502.171 eV
**LUMO level (alpha / beta)**: 0.980 / 1.207 eV
**Multiplicity**: 1
**Charge**: -1
**Frontier orbital gap (alpha / beta)**: 5.193 / 5.778 eV

Structure (XYZ):
```
7
Properties=species:S:1:pos:R:3:forces:R:3
C 0.696907 0.187007 0.277829 1.1 2.4 -1.5
O -1.579108 -0.751253 1.039701 -0.6 -0.2 0.6
O -0.911039 -1.532848 -1.175426 0.1 -0.3 -0.6
F 0.640760 0.675715 1.463469 0.6 0.1 0.6
F 0.796681 1.254536 -0.582435 0.9 -0.8 0.9
S -1.021598 -0.437811 -0.252716 -1.4 -1.2 -0.1
I 4.145102 -0.091896 -0.106413 -0.7 0.0 0.1
```
Positions in Å, forces in eV/Å.

Table of natural (NBO) atomic charges, one value per atom, all in e: 0.5713 -0.9245 -0.9098 -0.2901 -0.3531 1.6564 -0.7502


ORCA calculation (the ωB97M-V functional and the def2-TZVPD basis) on a cluster of 2 separate species, CF2O in total at a distorted geometry.

**ΔE to the lowest compared entry with this formula, charge and spin**: 5.579 eV
**Calculated total energy**: -8513.978 eV
**LUMO level (alpha / beta)**: -1.352 / -3.629 eV
**Multiplicity**: 1
**Charge**: 0
**Frontier orbital gap (alpha / beta)**: 12.671 / 5.761 eV

Structure (XYZ):
```
4
Properties=species:S:1:pos:R:3:forces:R:3
C 0.131706 0.012285 -0.649366 1.1 -0.8 4.3
O -0.482646 -0.463291 -1.463742 -1.5 -0.4 -2.9
F -0.383412 -0.619040 2.383102 0.1 0.1 -0.7
F 0.734352 1.070047 -0.269995 0.2 1.1 -0.7
```
Positions in Å, forces in eV/Å.

Table of natural (NBO) atomic charges, one value per atom, all in e: 0.9082 -0.4240 -0.2368 -0.2474